(1)
66
Properties=species:S:1:pos:R:3:mulliken_spin:R:1 method="wB97M-V/def2-TZVPD" mol_weight_g_mol=883.882 e_above_lowest_ev=0.3528 charge=-1 s2=3.754 spin_multiplicity=4 total_energy_ha=-3785.07213 lumo_energy_ev="1.666 / 1.666" homo_ev="-4.75 / -4.75"
Nd -1.1903 -0.4705 0.6874 3.0334
C 0.6011 3.1368 -1.8780 0.0000
C 1.6701 2.3422 -1.1914 -0.0002
N 2.9167 2.4856 -1.5790 -0.0002
C 3.8733 1.7671 -0.9544 0.0000
C 3.6237 0.9252 0.0992 0.0007
C 4.7761 0.1947 0.7317 0.0000
O 5.0407 0.6080 2.0765 0.0000
C 2.2913 0.7740 0.5433 0.0001
C 2.0299 -0.0623 1.7139 -0.0014
N 0.8765 -0.3128 2.1994 0.0009
C 0.7844 -1.1126 3.3634 0.0031
C 1.5506 -2.2512 3.5682 0.0008
C 1.3570 -3.0286 4.6994 0.0002
C 0.3997 -2.6779 5.6390 0.0003
C -0.3862 -1.5501 5.4406 0.0000
C -0.1881 -0.7874 4.3064 -0.0034
I -1.4434 0.8359 3.9091 -0.0007
C 1.2833 1.4509 -0.1431 -0.0061
O 0.0096 1.3107 0.1207 0.0000
H 1.0637 3.8068 -2.6002 0.0000
H 0.0208 3.7120 -1.1526 0.0000
H -0.0987 2.4800 -2.3977 0.0000
H 4.8861 1.8899 -1.3234 0.0000
H 5.6627 0.3367 0.1088 0.0000
H 4.5842 -0.8774 0.7854 0.0000
H 5.0478 1.5719 2.0819 0.0000
H 2.9094 -0.4474 2.2303 -0.0006
H 2.2529 -2.5568 2.8026 0.0000
H 1.9380 -3.9317 4.8303 -0.0001
H 0.2364 -3.2972 6.5108 0.0000
H -1.1632 -1.2866 6.1447 -0.0001
S -3.5536 -1.5146 -0.5161 -0.0083
C -3.2042 -3.1798 -0.1075 -0.0043
C -3.6834 -4.1749 -1.0500 0.0007
N -4.0862 -4.9376 -1.8113 -0.0008
C -2.5858 -3.5873 1.0230 0.0040
S -2.0187 -2.5503 2.3233 -0.0111
C -2.3796 -5.0044 1.2507 0.0006
N -2.1988 -6.1221 1.4565 0.0006
O 1.7804 1.3383 -6.3283 0.0000
C 0.6672 1.2671 -5.5491 0.0001
O -0.2954 1.9182 -5.8544 0.0000
C 0.7431 0.4006 -4.3388 0.0006
C 1.9262 -0.1597 -3.8582 -0.0011
C 1.9432 -0.9347 -2.7140 0.0023
C 0.7686 -1.1731 -1.9853 -0.0007
S 0.7689 -2.1397 -0.5267 -0.0086
C -0.4121 -0.5905 -2.4737 0.0053
C -0.4300 0.1682 -3.6286 0.0000
H 2.4525 0.7379 -5.9836 0.0000
H 2.8785 0.0207 -4.3487 -0.0001
H 2.8739 -1.3531 -2.3519 0.0001
H -1.3517 -0.7799 -1.9627 -0.0056
H -1.3529 0.6009 -3.9954 -0.0001
C -5.0750 3.2243 -0.0471 0.0008
C -5.1462 2.4112 1.0738 -0.0010
C -4.1264 1.5054 1.3023 0.0008
N -3.0703 1.3972 0.4948 -0.0007
C -3.0080 2.1785 -0.5836 0.0020
C -3.9894 3.1029 -0.8970 -0.0003
H -5.8633 3.9347 -0.2615 0.0001
H -5.9852 2.4569 1.7543 0.0000
H -4.1612 0.8164 2.1384 -0.0002
H -2.1442 2.0430 -1.2245 -0.0017
H -3.8969 3.7016 -1.7923 -0.0001



(2)
69
Properties=species:S:1:pos:R:3:nbo_charge:R:1 method="wB97M-V/def2-TZVPD" mol_weight_g_mol=978.133 charge=+1 total_energy_ha=-12558.13327 lumo_energy_ev="-4.402 / -4.403" homo_ev="-10.67 / -10.67"
Nb -0.2089 -0.3820 -0.8291 2.0249
O -2.1649 1.6144 -4.1238 -0.4985
C -1.3686 1.1569 -3.3422 0.6509
N -1.6837 0.6034 -2.0977 -0.7624
C -2.9771 0.5594 -1.5093 0.6332
O -3.8419 1.4419 -1.6662 -0.4934
C -3.2744 -0.6561 -0.7469 0.0955
C -4.6099 -0.9257 -0.3666 -0.1596
C -4.8805 -2.1590 0.2744 -0.1343
C -3.8646 -3.0567 0.5507 -0.2180
C -2.5299 -2.6889 0.2347 0.0959
N -2.2722 -1.4651 -0.2404 -0.4677
C 0.0554 1.1181 -3.7002 0.1055
C 0.4837 1.5722 -4.9507 -0.1740
C 1.8507 1.5933 -5.2601 -0.1295
C 2.7603 1.2567 -4.2631 -0.2182
C 2.2614 0.6970 -3.0918 0.0634
N 0.9433 0.5334 -2.8989 -0.4287
H -5.3605 -0.2238 -0.7382 0.2704
H -5.9020 -2.3836 0.5982 0.2453
H -4.0341 -3.9927 1.0006 0.2432
H -1.6200 -3.3568 0.3910 0.2353
H -0.3026 1.7549 -5.6558 0.2603
H 2.2048 1.8703 -6.2500 0.2420
H 3.7829 1.1959 -4.4970 0.2400
H 2.9583 0.2995 -2.3438 0.2384
Br 2.8838 -5.9696 -3.7290 0.1301
C 2.5779 -4.3113 -2.8905 -0.1444
C 3.6354 -3.7265 -2.1976 -0.1666
Br 5.3366 -4.4981 -2.2593 0.1483
C 3.4243 -2.5096 -1.4665 -0.1173
Br 4.8497 -1.6197 -0.5166 0.1169
C 2.1206 -2.0988 -1.4114 0.1762
O 1.7012 -1.0461 -0.6137 -0.6913
C 1.0281 -2.7172 -2.0867 0.2889
O -0.1341 -2.0968 -2.0076 -0.6988
C 1.2909 -3.8022 -2.8873 -0.1469
Br -0.0568 -4.3388 -4.1469 0.1081
C -1.3057 3.1153 3.7634 -0.6314
C -0.1459 3.9036 3.1744 -0.2152
N 0.1572 3.6047 1.7264 -0.3507
C -0.2871 4.6258 0.7957 -0.2239
C -1.7299 4.3278 0.3481 -0.6251
C 0.3741 2.3340 1.3574 0.3892
S 0.4391 2.0205 -0.3714 -0.0861
N 0.6310 1.4306 2.3317 -0.5568
C 0.5683 0.1430 2.0750 0.6810
O -0.2913 -0.3330 1.1578 -0.7193
C 1.1467 -0.8691 2.9626 -0.0997
C 1.0916 -2.2573 2.6364 -0.1616
C 1.4223 -3.2250 3.6293 -0.2055
C 1.7856 -2.9439 4.9262 -0.1684
C 1.9209 -1.5824 5.2243 -0.2038
C 1.6521 -0.6144 4.2438 -0.1487
H -1.7795 3.5192 4.6270 0.2399
H -1.0494 2.0920 4.0333 0.2274
H -2.0948 3.0662 2.9724 0.2058
H 0.7869 3.7768 3.7760 0.2301
H -0.3026 4.9815 3.1061 0.2140
H 0.4293 4.6890 -0.0713 0.2314
H -0.2585 5.5756 1.3079 0.2175
H -1.7690 3.5165 -0.4041 0.2294
H -2.0256 5.3111 -0.0749 0.2327
H -2.3529 3.9930 1.1977 0.2112
H 0.6930 -2.5388 1.6455 0.2144
H 1.3315 -4.3097 3.2984 0.2253
H 1.9439 -3.7298 5.6548 0.2378
H 2.2280 -1.2455 6.1921 0.2289
H 1.7281 0.3807 4.4934 0.2169



(3)
62
Properties=species:S:1:pos:R:3:mulliken_spin:R:1 method="wB97M-V/def2-TZVPD" mol_weight_g_mol=975.398 e_above_lowest_ev=0.5973 charge=0 s2=2.012 spin_multiplicity=3 total_energy_ha=-7514.70787 lumo_energy_ev="0.286 / -1.683" homo_ev="-7.62 / -7.79"
Pt -1.1248 -0.4989 0.7663 1.0262
O 0.0147 -1.8650 2.5078 0.0661
S 0.3177 -0.6649 3.3220 -0.0105
O 0.3139 -0.8953 4.7363 0.0092
O -0.4799 0.4888 2.8798 0.0377
C 2.0055 -0.2992 2.8417 -0.0214
C 2.9820 -0.3732 3.8237 0.0023
C 4.3056 -0.1262 3.5033 -0.0001
C 4.6446 0.2019 2.1984 0.0019
C 3.6713 0.2672 1.2166 0.0079
C 2.3345 0.0067 1.5209 -0.0391
P 1.0959 0.0493 0.1571 0.1982
C 1.8796 -1.0641 -1.0672 0.0160
C 1.4734 -2.3968 -1.0387 0.0169
C 2.0697 -3.3379 -1.8632 -0.0001
C 3.0757 -2.9527 -2.7362 0.0020
C 3.4736 -1.6242 -2.7852 -0.0001
C 2.8818 -0.6828 -1.9575 0.0062
C 1.3497 1.7130 -0.5322 -0.0147
C 1.7936 2.7703 0.2583 0.0186
C 1.9256 4.0378 -0.2881 -0.0048
C 1.6090 4.2622 -1.6198 0.0093
C 1.1288 3.2202 -2.4013 -0.0083
C 0.9872 1.9547 -1.8579 0.0144
H 2.6706 -0.6231 4.8291 -0.0002
H 5.0693 -0.1848 4.2672 -0.0001
H 5.6752 0.4088 1.9384 0.0003
H 3.9513 0.5262 0.2053 0.0009
H 0.6896 -2.6867 -0.3503 0.0071
H 1.7447 -4.3703 -1.8264 -0.0001
H 3.5488 -3.6845 -3.3781 0.0001
H 4.2495 -1.3171 -3.4749 -0.0003
H 3.1957 0.3505 -2.0261 0.0008
H 2.0306 2.5982 1.3013 0.0025
H 2.2757 4.8549 0.3296 -0.0002
H 1.7274 5.2492 -2.0473 0.0005
H 0.8602 3.3927 -3.4356 -0.0003
H 0.5885 1.1428 -2.4547 0.0014
Br -5.4532 -3.4463 0.8981 0.0011
C -4.4992 -3.8243 -0.6885 0.0050
C -5.2159 -4.1933 -1.8175 -0.0038
C -4.5490 -4.4634 -3.0005 0.0061
C -3.1669 -4.3641 -3.0567 -0.0054
C -2.4534 -3.9989 -1.9285 0.0013
C -3.1120 -3.7310 -0.7349 -0.0031
I -1.9412 -3.1729 0.9447 0.0969
H -6.2930 -4.2668 -1.7595 -0.0002
H -5.1107 -4.7476 -3.8804 0.0005
H -2.6420 -4.5710 -3.9799 -0.0002
H -1.3747 -3.9150 -1.9683 0.0013
Se -3.1430 0.4641 -0.0400 0.5290
C -3.0507 2.1997 0.7544 0.0147
C -1.8566 2.9131 0.7848 -0.0176
C -1.8177 4.1719 1.3613 -0.0135
C -2.9695 4.7294 1.8978 0.0294
C -4.1636 4.0236 1.8569 -0.0150
C -4.2085 2.7627 1.2847 0.0106
H -0.9654 2.4832 0.3521 0.0235
H -0.8860 4.7235 1.3884 -0.0004
H -2.9368 5.7166 2.3407 0.0019
H -5.0627 4.4576 2.2757 -0.0006
H -5.1340 2.2015 1.2526 -0.0075



(4)
63
Properties=species:S:1:pos:R:3:mulliken_spin:R:1 method="wB97M-V/def2-TZVPD" mol_weight_g_mol=646.920 e_above_lowest_ev=0.7392 charge=+1 s2=1.049 spin_multiplicity=2 total_energy_ha=-5345.79743 lumo_energy_ev="-3.034 / -3.043" homo_ev="-9.17 / -8.16"
V 0.1448 1.2524 -0.3988 1.0572
C -3.1861 1.8967 0.2998 -0.0014
C -2.1980 2.3017 1.3607 0.0161
C -2.6540 2.9468 2.4925 -0.0221
C -1.7702 3.2923 3.5055 0.0056
C -0.4465 2.9454 3.3847 -0.0215
C -0.0213 2.3006 2.2323 0.0342
N -0.8755 2.0201 1.1977 -0.0748
C 1.3223 1.7566 2.0675 0.0453
C 2.3357 1.7775 3.0125 -0.0057
C 3.5061 1.0868 2.7643 -0.0054
C 3.6635 0.4114 1.5530 -0.0039
C 2.6583 0.4519 0.6133 0.0491
N 1.4929 1.1035 0.8795 -0.0585
C 2.7801 -0.0497 -0.7679 -0.0105
C 3.7961 -0.9100 -1.1378 -0.0011
C 3.9718 -1.1960 -2.4758 0.0054
C 3.1560 -0.5725 -3.3991 -0.0098
C 2.1280 0.2580 -2.9727 0.0100
C 1.3109 0.9658 -4.0199 0.0012
N 1.8833 0.4652 -1.6619 -0.0446
H -3.3181 2.6919 -0.4345 0.0014
H -2.8625 1.0030 -0.2248 0.0034
H -4.1545 1.6999 0.7591 0.0014
H -3.7083 3.1784 2.5746 -0.0004
H -2.1225 3.8095 4.3904 0.0003
H 0.2563 3.1664 4.1758 -0.0020
H 2.2014 2.3070 3.9467 -0.0003
H 4.3052 1.0859 3.4958 -0.0011
H 4.5971 -0.0875 1.3293 0.0032
H 4.4431 -1.3481 -0.3892 -0.0014
H 4.7555 -1.8722 -2.7958 0.0004
H 3.3018 -0.7214 -4.4628 -0.0004
H 1.9858 1.4294 -4.7387 0.0009
H 0.6895 0.2627 -4.5762 0.0011
H 0.6862 1.7439 -3.5959 0.0023
Se -3.3985 -6.1417 -0.2384 -0.0006
N -2.6337 -5.2268 1.0735 0.0001
C -2.2319 -4.1121 0.5355 -0.0001
C -1.5021 -3.0744 1.2693 0.0012
C -1.1493 -3.2094 2.6102 0.0006
C -0.4076 -2.2148 3.2056 -0.0003
C -0.0342 -1.1138 2.4371 0.0074
N -0.3775 -0.9662 1.1667 0.0368
C -1.1071 -1.9245 0.5955 -0.0187
C -1.4612 -1.7040 -0.8184 0.0053
N -1.1150 -0.5249 -1.3633 -0.0294
C -1.3818 -0.3406 -2.6581 0.0312
C -1.9857 -1.2908 -3.4685 0.0001
C -2.3575 -2.4870 -2.9032 0.0054
C -2.1010 -2.6971 -1.5513 -0.0063
C -2.5048 -3.9339 -0.8713 -0.0011
N -3.1240 -4.9041 -1.4766 -0.0007
H -1.4580 -4.0985 3.1482 -0.0001
H -0.1100 -2.2765 4.2441 -0.0001
H 0.5755 -0.3257 2.8731 0.0006
H -1.1431 0.6328 -3.0578 -0.0010
H -2.1680 -1.0731 -4.5134 0.0002
H -2.8444 -3.2687 -3.4749 0.0001
Cl -0.8236 3.0048 -1.9345 0.0080
C 0.6870 3.1353 -0.9395 -0.0266
H 0.5686 3.9866 -0.2745 0.0066
H 1.5348 3.2954 -1.5982 0.0077